[1]
Below is a 2-piece molecular cluster, C6H9P overall at a distorted geometry, with properties calculated with ωB97M-V/def2-TZVPD.

The value obtained for the HOMO energy is -8.62 eV. For the relative energy (zero: lowest compared OMol25 entry of this formula, charge and spin), the calculation gives 6.266 eV. As for the net charge: 0.

XYZ file:
```
16
Properties=species:S:1:pos:R:3:forces:R:3
P 0.189 -0.545 -2.798 0.0 -1.2 0.6
C -3.059 -0.193 1.006 1.2 2.6 -3.7
C 1.548 0.167 1.170 0.0 3.0 -1.9
C -0.669 -0.088 -0.020 3.2 -0.3 -1.3
C 0.306 -0.689 -0.947 2.0 -3.2 -0.3
C -1.784 -0.140 0.554 -4.9 0.1 1.1
C 0.768 0.441 -0.109 -2.2 -3.3 2.9
H -3.250 -0.745 1.835 -0.7 -1.5 2.4
H 1.180 -0.543 1.799 -1.0 -3.0 0.9
H 1.046 0.593 -2.925 -0.9 0.3 0.0
H 2.541 0.018 0.809 1.0 -0.1 0.7
H -3.975 0.373 0.513 2.3 -1.2 0.9
H 0.851 1.323 -0.588 0.7 3.0 -1.4
H -1.201 -0.168 -2.827 0.8 0.7 -0.1
H 1.382 1.009 1.843 0.8 0.7 -0.3
H 1.208 -2.157 -0.626 -2.4 3.4 -0.5
```
Positions in Å, forces in eV/Å.

=====

[2]
Below is a 2-piece molecular cluster, C2H7NOS overall at a distorted geometry, with properties calculated with ωB97M-V/def2-TZVPD.

The value obtained for the HOMO energy is -9.22 eV. For the relative energy (zero: lowest compared OMol25 entry of this formula, charge and spin), the calculation gives 0.909 eV. Its SMILES is NC=O.CS. As for the net charge: 0.

XYZ file:
```
12
Properties=species:S:1:pos:R:3:forces:R:3
S -2.728 2.512 -0.443 0.0 0.3 0.6
O 2.206 -3.388 2.274 1.1 -0.5 -0.4
N 1.646 -1.971 0.499 0.6 -1.9 1.2
C -1.242 2.036 -1.301 0.9 0.9 -2.3
C 1.413 -2.835 1.571 -2.0 1.5 0.4
H -1.029 1.009 -1.120 0.1 -0.7 0.3
H 0.330 -2.888 1.863 0.3 0.0 -0.6
H -0.303 2.613 -1.280 -0.5 0.0 1.3
H -2.557 3.840 -0.490 0.0 0.0 0.0
H 2.646 -1.878 0.383 -0.1 0.7 -0.4
H -1.397 2.147 -2.382 -0.5 -0.5 0.1
H 1.015 -1.197 0.426 0.1 0.2 -0.2
```
Positions in Å, forces in eV/Å.

=====

[3]
Below is C26H59NOP3Zn as an isolated structure at a distorted geometry, with properties calculated with ωB97M-V/def2-TZVPD.

The value obtained for the HOMO energy is -9.90 eV. As for the net charge: +1.

XYZ file:
```
91
Properties=species:S:1:pos:R:3:forces:R:3
Zn -1.174 0.128 -0.341 -1.0 -0.6 -1.5
P 2.160 -0.550 1.118 -0.8 0.1 -0.7
P -1.158 2.120 -1.875 0.3 0.0 -1.1
P -2.076 -1.483 1.171 -0.9 -1.2 0.1
O -1.304 2.389 1.866 1.1 -2.7 -2.6
N -3.423 0.420 -0.724 0.5 -1.3 -1.1
C -3.782 -0.809 1.348 -0.2 -0.1 0.0
C -1.232 -3.773 -0.212 0.0 -0.3 -0.2
C -0.817 1.662 -3.662 -0.1 -0.2 0.3
C 0.683 1.581 -3.942 0.2 0.0 -0.2
C -2.940 2.586 -1.922 -0.5 -0.1 -0.1
C -0.277 3.712 -1.493 -0.2 -0.3 0.1
C -3.878 1.730 -1.054 -1.3 1.1 1.4
C -3.379 -4.007 1.175 -0.3 -0.3 -0.1
C 2.314 2.190 1.785 0.0 0.0 0.0
C -1.060 -0.659 3.629 0.2 -0.1 0.2
C 4.351 -2.230 2.097 0.2 -0.3 0.0
C 2.565 0.796 2.369 0.2 -0.5 -0.1
C -1.684 -1.881 2.941 0.0 0.1 0.0
C -0.791 -3.116 3.095 0.2 -0.1 0.1
C -2.492 -3.085 0.318 0.4 0.3 0.1
C 2.869 -2.187 1.676 -0.2 0.3 0.4
C 3.934 0.739 3.049 0.2 0.3 0.2
C -1.548 2.517 -4.712 0.0 0.1 0.0
C -0.571 4.866 -2.462 0.2 0.2 0.1
C 2.399 -0.935 -1.655 0.1 0.1 -0.2
C 2.546 -3.304 0.652 0.1 0.0 0.2
C -4.376 -0.457 -0.023 0.0 1.2 0.4
C 1.231 3.471 -1.333 0.2 0.3 0.1
C 2.993 -0.117 -0.499 0.0 0.0 0.6
C -0.983 1.565 1.120 -1.2 3.6 3.8
C 4.514 -0.186 -0.516 0.4 0.2 -0.6
H -4.899 1.731 -1.511 0.6 -0.1 0.1
H -2.539 2.104 -4.928 0.2 0.2 0.0
H 2.711 0.939 -0.645 0.0 -0.3 0.0
H -1.540 -4.541 -0.935 0.2 0.1 0.1
H -5.326 0.103 0.130 0.4 -0.5 -0.1
H 4.850 0.272 -1.460 0.1 -0.2 0.2
H 2.603 -4.272 1.168 0.1 0.2 -0.1
H -1.308 -4.043 2.826 0.1 0.3 0.0
H -3.707 0.092 1.971 -0.2 -0.1 -0.1
H 1.474 2.498 -0.886 -0.2 0.2 -0.2
H -0.157 4.684 -3.463 -0.1 0.0 0.3
H 3.280 -3.323 -0.163 -0.1 0.0 0.2
H 4.987 0.381 0.297 -0.2 -0.3 -0.2
H -0.668 -4.278 0.587 -0.1 0.2 -0.3
H 1.120 2.581 -4.098 -0.2 -0.4 0.1
H 1.232 1.069 -3.142 -0.1 0.2 -0.2
H -4.303 -4.242 0.627 0.2 0.0 0.2
H -4.606 -1.358 -0.617 0.1 0.3 0.2
H 0.128 -3.033 2.496 -0.2 0.0 0.1
H -2.990 -0.225 -1.695 -0.2 0.9 1.3
H 1.656 4.239 -0.671 -0.1 -0.1 -0.2
H -0.813 -0.922 4.668 -0.1 0.1 -0.2
H -2.197 -0.749 -2.074 1.3 -0.8 -0.5
H -3.292 2.516 -2.962 0.3 0.1 0.3
H -1.722 0.213 3.656 0.0 -0.2 0.0
H 1.747 3.539 -2.299 -0.1 0.0 0.3
H -2.665 -2.090 3.404 0.4 0.1 -0.1
H -0.490 -3.212 4.147 0.0 0.0 -0.2
H 1.297 -0.931 -1.633 0.3 -0.1 -0.1
H 4.522 -1.911 3.129 -0.2 -0.1 -0.3
H -0.086 5.770 -2.069 -0.1 -0.1 -0.1
H -3.030 3.641 -1.616 0.0 -0.4 -0.2
H 4.752 0.673 2.317 -0.2 0.0 0.3
H 0.852 1.014 -4.870 -0.1 0.1 0.2
H 2.725 -0.495 -2.611 -0.1 -0.2 0.2
H -0.982 2.525 -5.655 -0.1 -0.1 0.3
H 1.545 -3.237 0.209 0.2 0.2 0.1
H -3.066 -2.749 -0.561 0.3 0.0 0.3
H -1.640 5.092 -2.552 0.2 -0.1 0.0
H -0.695 3.984 -0.508 0.1 0.0 -0.2
H 3.008 2.429 0.963 -0.3 -0.1 0.2
H 2.746 -1.979 -1.649 -0.2 0.4 0.0
H 5.003 -1.630 1.456 -0.2 -0.2 0.2
H 4.683 -3.271 2.028 0.1 0.1 0.0
H 4.877 -1.224 -0.512 -0.1 0.4 0.0
H 2.266 -2.387 2.583 0.2 0.0 -0.3
H -1.664 3.562 -4.393 0.0 -0.4 -0.2
H -4.022 2.229 -0.064 -0.1 0.2 -0.6
H -4.419 -1.539 1.872 0.3 0.2 0.0
H -1.236 0.640 -3.683 0.2 0.2 0.0
H 1.281 2.294 1.434 0.4 0.1 -0.1
H -0.125 -0.364 3.133 -0.2 -0.1 0.0
H -0.573 -3.067 -0.738 -0.2 -0.2 0.1
H 2.471 2.949 2.564 -0.1 -0.2 -0.1
H 4.013 -0.096 3.751 0.0 0.2 -0.2
H 1.776 0.588 3.112 0.3 0.3 0.0
H 4.097 1.660 3.629 -0.1 -0.2 -0.1
H -2.878 -4.965 1.379 -0.1 0.3 0.0
H -3.679 -3.567 2.139 0.1 -0.2 -0.3
```
Positions in Å, forces in eV/Å.

=====

[4]
Below is a 2-piece molecular cluster, C5H8N2 overall at a distorted geometry, with properties calculated with ωB97M-V/def2-TZVPD.

The value obtained for the HOMO energy (spin up / spin down) is -10.12 / -8.65 eV. For the relative energy (zero: lowest compared OMol25 entry of this formula, charge and spin), the calculation gives 5.788 eV. As for the net charge: 0.

XYZ file:
```
15
Properties=species:S:1:pos:R:3:forces:R:3
N -1.656 -1.627 1.253 0.2 0.4 -1.1
N 0.082 0.961 -0.187 0.3 -0.1 -1.4
C -1.376 -0.950 0.355 -0.2 -0.5 1.0
C -0.114 1.233 2.124 0.1 0.2 1.2
C 0.329 0.029 -1.277 -0.1 -0.1 -0.2
C 1.268 -1.148 -1.234 0.2 0.0 0.2
C -1.007 0.057 -0.618 -0.2 -0.1 -0.1
H -0.518 1.818 1.342 -0.9 0.3 0.3
H 2.297 -0.781 -1.175 -0.1 -0.1 0.0
H 1.065 -1.784 -0.370 0.1 0.0 0.0
H 0.348 0.552 -2.245 0.0 0.0 0.4
H -0.498 0.275 2.457 -0.1 0.2 -0.4
H 0.381 1.825 2.901 0.5 -0.4 -0.4
H 1.177 -1.751 -2.146 -0.1 0.2 0.2
H -1.865 0.481 -1.147 0.3 0.1 0.3
```
Positions in Å, forces in eV/Å.

=====

[5]
Below is one molecule with the formula C4H8N4 at a distorted geometry, with properties calculated with ωB97M-V/def2-TZVPD.

The value obtained for the HOMO energy is -8.87 eV. For the relative energy (zero: lowest compared OMol25 entry of this formula, charge and spin), the calculation gives 4.945 eV. Its SMILES is [H]/N=C1/NNC[C@]12CN2. As for the net charge: 0.

XYZ file:
```
16
Properties=species:S:1:pos:R:3:forces:R:3
N 0.923 -0.643 -1.795 -1.6 -1.4 1.1
N -0.231 -1.861 -0.139 1.1 -2.0 -1.7
N 0.911 1.504 0.344 3.0 -1.3 -0.5
N -0.173 -1.545 1.183 0.6 -1.9 5.8
C -0.055 0.497 0.192 -3.7 -1.2 -1.2
C 0.209 -0.699 -0.714 2.6 -0.2 -3.5
C -0.240 1.803 -0.540 -0.8 1.4 4.4
C -0.849 -0.292 1.248 -2.1 2.4 1.3
H -0.849 2.762 -0.339 0.7 -2.0 0.8
H 0.010 1.889 -1.487 1.0 -0.4 -4.7
H -0.174 -2.925 -0.527 0.2 3.9 1.4
H -1.005 0.347 2.252 0.7 -2.1 -1.9
H 1.759 1.019 -0.192 -1.8 2.2 1.0
H 0.857 0.305 -2.065 0.7 1.4 -0.8
H -1.836 -0.671 0.850 0.5 1.6 0.4
H 0.743 -1.490 1.728 -0.9 -0.4 -1.9
```
Positions in Å, forces in eV/Å.

=====

[6]
Below is C6H6O as an isolated structure at a distorted geometry, with properties calculated with ωB97M-V/def2-TZVPD.

The value obtained for the HOMO energy is -7.95 eV. For the relative energy (zero: lowest compared OMol25 entry of this formula, charge and spin), the calculation gives 5.561 eV. As for the net charge: 0.

XYZ file:
```
13
Properties=species:S:1:pos:R:3:forces:R:3
O -3.723 0.725 0.228 0.2 0.5 0.1
C -0.541 -0.531 0.391 0.4 1.8 -2.2
C -2.632 0.614 -0.142 -0.7 -0.7 -0.4
C 1.692 0.247 -0.562 -1.7 3.0 -0.9
C 0.931 -0.791 0.084 -4.6 0.6 2.8
C -0.194 -0.436 1.625 1.1 -0.5 -3.1
C -1.464 0.224 -0.580 2.9 -0.3 0.1
H 0.058 -0.728 2.561 0.6 -0.4 2.5
H 2.658 -0.089 -0.756 1.9 0.1 -0.1
H -0.786 0.706 -1.353 -1.8 -0.5 0.8
H 1.545 1.297 -0.142 0.9 -1.4 0.5
H 1.249 0.558 -1.542 0.2 -0.9 0.0
H 1.207 -1.794 0.187 0.6 -1.1 -0.1
```
Positions in Å, forces in eV/Å.

=====

[7]
Below is one molecule with the formula C3H8N2O2S2 at a distorted geometry, with properties calculated with ωB97M-V/def2-TZVPD.

The value obtained for the HOMO energy (spin up / spin down) is -5.28 / -9.36 eV. For the relative energy (zero: lowest compared OMol25 entry of this formula, charge and spin), the calculation gives 0.000 eV. As for the spin multiplicity: 3. As for the net charge: 0.

XYZ file:
```
17
Properties=species:S:1:pos:R:3:forces:R:3
S -2.351 0.308 -0.495 -3.3 2.0 0.6
S -0.973 -2.231 0.024 0.0 0.1 0.3
O 2.110 -0.190 1.012 -0.6 1.3 1.3
O 2.526 -0.768 -1.066 2.4 -1.3 -1.6
N -0.485 -0.016 1.539 -0.4 1.5 0.0
N 0.373 1.596 -0.583 -2.3 -0.6 1.4
C -0.730 -0.484 0.232 3.9 -0.4 -2.6
C 0.440 0.144 -0.730 -1.5 -0.9 1.3
C 1.802 -0.330 -0.250 -1.7 0.0 -0.9
H -1.822 -2.167 -1.076 0.2 0.3 0.3
H -0.762 -0.665 2.219 -0.5 -0.9 1.2
H -2.217 -0.015 -1.770 0.8 -0.6 -0.7
H 0.292 -0.173 -1.794 0.2 0.2 1.0
H 0.130 1.807 0.417 0.7 0.2 -1.6
H 1.317 0.319 1.377 0.9 -1.2 0.3
H 1.256 1.953 -0.810 1.3 1.1 -0.3
H -0.907 0.911 1.754 -0.3 -0.8 -0.2
```
Positions in Å, forces in eV/Å.

=====

[8]
Below is C19H17GaN10S as an isolated structure, with properties calculated with ωB97M-V/def2-TZVPD.

The value obtained for the HOMO energy is -8.90 eV. As for the net charge: 0.

XYZ file:
```
48
Properties=species:S:1:pos:R:3:forces:R:3
Ga -2.525 -1.186 0.812 -0.7 -0.5 0.1
S 0.442 2.569 2.359 0.0 0.1 0.1
N -3.583 -3.802 -1.093 0.0 0.1 0.1
N -0.227 0.603 0.824 0.0 0.1 0.1
N -1.879 -2.126 -0.711 0.0 0.4 0.4
N -5.141 -2.402 1.667 -0.1 -0.2 -0.2
N -5.950 -3.331 1.346 0.0 0.0 0.0
N -0.595 -2.659 -2.327 0.1 0.1 0.0
N -4.090 -2.422 0.785 0.3 0.3 0.2
N -0.716 -1.841 -1.363 0.4 0.2 -0.2
N -1.638 -3.518 -2.383 0.0 0.0 -0.1
N -5.513 -4.013 0.265 -0.1 -0.1 0.0
C 3.917 1.899 -3.300 0.0 -0.1 0.0
C 3.407 2.309 -0.345 0.0 0.0 0.0
C -4.150 0.744 4.187 -0.1 -0.1 0.0
C 1.736 0.631 -0.754 -0.2 -0.1 0.1
C -2.105 1.887 3.724 0.1 -0.1 -0.2
C -0.613 1.280 1.859 0.0 0.0 -0.1
C 3.117 -0.436 -3.016 0.0 0.0 0.0
C -3.242 1.737 4.496 0.0 0.1 0.1
C 1.509 2.179 1.073 -0.1 -0.2 -0.1
C 2.710 2.791 0.737 0.1 0.1 0.1
C 3.767 0.744 -2.299 0.0 0.1 0.1
C -2.779 0.044 2.323 0.7 0.1 -0.5
C -3.920 -0.098 3.108 0.0 -0.1 -0.1
C 1.002 1.099 0.344 -0.1 0.0 0.0
C -2.412 -3.175 -1.387 0.0 0.0 0.0
C 5.150 0.304 -1.794 -0.1 0.0 0.0
C -4.382 -3.435 -0.049 0.0 0.0 0.0
C 2.937 1.227 -1.107 -0.2 -0.2 -0.1
C -1.852 1.053 2.632 -0.2 0.0 0.2
H 1.332 -0.199 -1.303 -0.1 -0.2 -0.1
H 4.494 1.571 -4.166 0.0 0.0 0.0
H 5.048 -0.505 -1.068 0.0 0.0 0.0
H 4.426 2.756 -2.856 0.0 0.0 0.0
H 3.001 -1.295 -2.354 0.0 0.0 0.0
H -5.045 0.610 4.779 0.0 0.0 0.0
H -4.638 -0.870 2.877 0.0 0.0 0.0
H -1.396 2.666 3.968 0.0 0.0 0.1
H 2.134 -0.175 -3.411 0.0 0.0 0.0
H 5.686 1.126 -1.317 0.0 0.0 0.0
H -3.866 -4.572 -1.676 0.0 0.0 0.0
H -3.419 2.394 5.337 0.0 0.0 0.0
H 2.935 2.227 -3.647 0.0 0.0 0.0
H 3.086 3.626 1.314 0.0 0.0 0.0
H 5.754 -0.059 -2.628 0.0 0.0 0.0
H 4.343 2.785 -0.608 0.0 0.0 0.0
H 3.745 -0.743 -3.855 0.0 0.0 0.0
```
Positions in Å, forces in eV/Å.

=====

Computed energy (eV) in order:
-15649.48111, -16559.86257, -107733.51645, -8289.20816, -10233.29740, -8360.94523, -31981.37964, -98090.99253